[1]
Molecular formula: C3H4NO
Method: DFT, ωB97M-V with the def2-TZVPD basis set

Geometry as XYZ:
```
9
Properties=species:S:1:pos:R:3:forces:R:3
N 1.288 -0.724 -1.293 0.89 -1.49 1.39
H 0.832 0.070 1.377 -0.72 -0.32 -1.03
C 0.051 -0.383 0.683 2.95 1.09 0.73
C -1.961 1.080 0.099 -0.05 0.14 0.32
O 2.369 -1.298 -0.880 -1.85 1.96 -1.14
C -1.058 0.375 0.500 -1.11 1.73 -1.19
H -2.597 1.819 -0.277 -0.65 0.33 -0.21
H 1.316 0.338 -1.305 0.69 -0.65 0.57
H -0.239 -1.277 1.096 -0.15 -2.78 0.57
```
Positions in Å, forces in eV/Å.

Calculated values
E_tot: -246.51340 a.u.
Kohn-Sham gap (spin up / spin down): 6.6 / 6.6 eV
net charge: -1



[2]
Molecular formula: C31H33N9O8SSn
Method: DFT, ωB97M-V with the def2-TZVPD basis set

Geometry as XYZ:
```
83
Properties=species:S:1:pos:R:3:forces:R:3
H -1.007 -2.846 -0.179 -0.05 0.03 0.00
C 0.624 -4.179 2.464 -0.01 -0.06 0.01
C 1.241 -3.018 2.883 -0.03 0.01 0.04
O 2.699 0.489 -3.196 0.17 0.03 0.13
H 2.677 1.664 2.995 -0.01 -0.10 -0.01
H -2.477 1.313 2.697 0.01 0.01 0.01
H 5.844 -0.439 -1.875 0.01 -0.01 0.00
H -5.827 0.837 1.296 0.01 -0.01 -0.04
C 5.585 0.044 -3.988 0.02 0.01 0.02
C -3.989 -4.384 1.800 -0.07 -0.11 -0.02
C 0.741 -2.636 -2.088 -0.10 0.02 -0.12
H -7.252 -5.264 1.245 -0.01 0.01 -0.01
H 5.973 2.085 -4.679 0.00 0.01 0.00
H -0.043 2.842 -1.969 0.03 -0.03 0.01
H -1.050 0.440 2.144 0.04 0.05 -0.01
N -5.790 -1.195 1.389 0.12 -0.03 -0.08
C -6.452 -3.254 1.330 -0.19 -0.02 -0.04
H -3.029 -4.853 1.964 0.03 -0.02 0.00
N 0.208 2.520 1.224 -0.10 -0.09 0.12
O 2.906 -3.571 -1.484 -0.03 -0.03 -0.10
H -2.444 0.060 -2.327 0.00 0.00 -0.02
C -0.194 4.870 1.025 0.00 -0.03 0.00
H -3.158 -2.410 1.841 0.02 0.02 0.00
H 6.461 -0.501 -4.347 0.02 0.00 0.01
H 2.909 4.237 2.192 0.00 0.01 -0.03
H 5.094 2.714 -2.037 -0.03 0.02 -0.01
C -2.666 0.278 0.822 0.05 0.00 0.01
O 2.448 2.868 -1.007 0.27 0.14 0.12
H -4.647 0.186 2.454 -0.03 0.03 0.00
C -4.092 0.044 -0.863 -0.02 0.00 0.01
C -0.403 -2.927 0.717 0.05 0.05 -0.02
H -1.554 3.288 0.507 -0.02 0.00 0.00
H -0.861 5.666 0.722 0.00 0.01 -0.01
O 0.043 -1.583 -1.883 -0.10 0.06 0.13
N -7.530 -2.423 1.095 0.17 -0.01 0.05
H -0.710 -5.025 0.986 0.00 -0.01 -0.01
C -2.815 0.127 -1.318 0.03 0.00 0.02
O 2.453 -1.507 -0.802 0.10 -0.01 0.21
O 0.392 -3.623 -2.724 0.03 -0.08 0.04
N 0.386 3.207 -2.816 -0.03 0.06 -0.04
N 0.216 -1.809 1.103 0.00 0.00 -0.07
C 2.159 -2.609 -1.414 0.19 -0.01 0.00
S 3.794 0.706 -2.185 -0.41 0.04 -0.08
H -5.025 -6.272 1.672 0.01 0.00 0.01
C 1.012 -1.847 2.170 0.01 0.10 -0.07
O 3.093 5.024 -1.126 0.03 -0.01 0.03
C 2.362 1.610 1.947 0.07 0.03 -0.02
H 4.002 2.661 -3.412 0.02 0.01 -0.02
H -5.037 -0.101 -1.357 -0.01 0.01 -0.01
C 2.364 4.051 -1.420 -0.05 0.04 -0.14
C -6.372 -4.651 1.390 -0.04 0.03 0.00
C 5.075 -0.474 -2.651 0.06 -0.02 -0.10
N -3.999 0.142 0.517 -0.02 -0.04 0.06
C -5.074 0.066 1.459 0.00 -0.03 0.03
C 4.751 2.093 -2.864 0.18 0.01 0.03
O 1.983 -0.453 3.809 0.09 0.02 0.04
H 6.834 1.622 -3.217 0.01 0.00 0.00
H 0.996 2.446 -3.108 -0.01 -0.03 0.03
C 1.432 2.770 1.668 0.00 0.01 0.03
H 4.788 -0.065 -4.725 0.00 -0.01 -0.01
N -7.108 -1.212 1.129 -0.13 0.01 0.00
C 1.668 -0.550 2.605 -0.04 0.03 0.05
H 3.245 1.778 1.319 0.00 0.08 0.00
H 1.695 4.764 -3.326 -0.01 -0.01 -0.01
C -4.049 -3.015 1.743 -0.09 0.07 -0.03
C 1.229 4.335 -2.433 -0.01 0.02 0.01
C 1.080 5.132 1.520 0.00 0.04 0.03
C -0.575 3.548 0.903 -0.03 0.03 -0.01
H 0.605 5.129 -2.012 0.01 0.00 -0.01
H 1.438 6.150 1.612 0.02 -0.01 -0.03
C -5.320 -2.468 1.512 0.16 0.05 0.03
C -5.137 -5.197 1.629 0.13 0.05 0.02
H 1.907 -2.981 3.733 -0.01 0.03 0.01
H 4.608 -1.457 -2.653 0.02 -0.02 -0.01
C -2.134 0.397 2.210 0.01 0.02 -0.03
H 0.814 -5.117 2.973 -0.01 0.00 0.01
H -2.417 -0.453 2.836 0.01 -0.01 0.00
N 1.798 0.322 1.627 -0.12 -0.09 0.07
Sn 1.004 0.094 -0.601 -0.23 -0.21 -0.30
C 1.895 4.075 1.851 0.03 0.00 -0.01
N -1.945 0.285 -0.265 -0.11 -0.12 0.09
C 5.881 1.529 -3.745 -0.04 -0.01 0.00
C -0.227 -4.135 1.367 -0.02 -0.01 0.02
```
Positions in Å, forces in eV/Å.

Calculated values
E_tot: -2908.50159 a.u.
Kohn-Sham gap: 5.9 eV
net charge: -2



[3]
Molecular formula: C3H3N
Method: DFT, ωB97M-V with the def2-TZVPD basis set

Geometry as XYZ:
```
7
Properties=species:S:1:pos:R:3:forces:R:3
H -1.032 0.727 1.924 0.07 0.05 0.11
N 1.598 -0.080 0.406 -0.98 -0.44 -1.27
C 0.087 -0.003 0.332 -0.58 0.25 0.29
C 0.985 -0.437 -0.639 1.63 0.08 0.39
H 1.351 -0.760 -3.363 -0.01 0.01 0.20
C -1.020 0.337 0.918 -0.09 0.11 0.49
H -1.970 0.217 0.423 -0.05 -0.06 -0.21
```
Positions in Å, forces in eV/Å.

Calculated values
E_tot: -170.58411 a.u.
Kohn-Sham gap (spin up / spin down): 8.0 / 10.2 eV



[4]
Molecular formula: C23H30N6O3RuS3
Method: DFT, ωB97M-V with the def2-TZVPD basis set

Geometry as XYZ:
```
66
Properties=species:S:1:pos:R:3:forces:R:3
H 1.523 3.707 -1.859 0.00 0.00 0.01
C 4.109 0.168 -1.759 -0.08 -0.03 0.05
C 2.940 0.127 -2.496 0.03 -0.04 -0.02
H 2.373 5.524 0.970 -0.01 0.00 0.01
O -1.735 0.257 1.868 -0.30 -1.08 0.14
N -2.542 -1.285 -0.186 -0.08 -0.32 -0.01
C -4.970 -2.295 -1.072 0.04 0.02 0.01
H 2.725 -0.623 1.207 -0.05 0.03 -0.02
N 1.362 3.803 0.250 -0.11 0.00 -0.06
H 0.368 -2.529 -2.890 0.00 0.00 0.00
H -1.311 -2.782 -2.468 0.01 -0.01 -0.02
C -0.375 -2.352 -2.107 0.05 -0.02 0.09
H 0.862 4.765 3.348 0.00 0.00 -0.01
C 0.638 -5.285 0.030 0.00 0.06 0.02
H 2.939 0.300 -3.564 0.02 0.01 0.00
H -2.108 -0.637 -3.382 0.07 -0.04 -0.01
H 0.578 -2.803 2.316 -0.02 -0.02 -0.01
C -3.373 -1.897 0.659 0.00 0.00 0.02
C 2.797 -0.372 0.158 0.07 -0.22 0.12
C -1.228 3.012 2.647 -0.04 0.03 -0.01
H 5.056 0.387 -2.232 0.01 -0.01 0.00
H 0.106 0.924 -2.686 0.01 0.01 0.04
C 4.028 -0.093 -0.400 0.01 -0.01 -0.06
C 0.451 -0.109 -2.621 0.05 -0.17 -0.04
H 0.824 -6.343 -0.090 -0.01 -0.01 0.00
C -2.911 -1.166 -1.461 0.03 0.11 -0.04
C -4.105 -1.661 -1.952 -0.03 0.07 0.01
H -5.228 -2.902 0.980 -0.01 0.00 -0.01
H 0.615 5.519 1.210 -0.01 0.00 0.00
S 0.774 -0.096 2.480 0.17 -0.34 0.36
C 1.737 -0.137 -1.859 -0.05 0.05 -0.13
N 1.654 -0.381 -0.546 0.09 0.02 0.19
C -4.595 -2.412 0.254 -0.01 0.00 0.00
S -1.166 -0.458 3.085 0.06 0.03 -0.42
H 1.029 -5.234 2.154 0.00 -0.01 -0.01
S -0.390 1.870 -0.209 -0.23 0.02 -0.07
Ru -0.288 -0.499 0.420 0.96 1.82 -1.09
H -1.172 2.252 3.422 0.00 0.02 0.01
H 0.616 -0.476 -3.640 -0.05 0.02 -0.01
H -1.959 0.620 -2.141 -0.06 0.00 -0.02
H -5.915 -2.692 -1.419 0.00 0.00 0.00
C 0.039 -3.154 -0.882 0.04 0.08 -0.09
O -1.525 0.161 4.322 0.09 0.17 0.02
N 0.160 -2.572 0.319 -0.54 -0.09 0.24
C 1.071 3.741 3.033 0.00 0.02 0.00
C 0.279 -4.508 -1.056 0.01 0.02 -0.01
H -1.573 3.947 3.094 -0.01 0.01 -0.02
H -3.035 -1.981 1.681 0.00 -0.02 0.00
C 2.073 3.422 -0.958 0.03 -0.03 -0.01
C -1.908 -0.457 -2.319 -0.06 -0.06 -0.06
H -4.348 -1.544 -3.000 -0.02 -0.01 0.00
C 1.415 5.237 0.534 0.06 -0.01 0.06
H 3.036 3.934 -0.960 0.00 0.00 0.00
C 0.508 -3.323 1.374 0.11 0.05 0.03
H 1.017 3.091 3.906 0.01 0.00 -0.01
H 4.904 -0.100 0.233 0.01 0.01 -0.01
C 0.756 -4.676 1.269 0.02 -0.03 -0.02
H 2.243 2.351 -0.968 0.00 0.00 0.00
N 0.088 3.258 2.069 -0.06 -0.03 -0.07
H 2.070 3.687 2.611 0.00 -0.01 0.00
C 0.398 3.026 0.797 0.17 0.05 0.12
H -1.918 2.687 1.878 0.01 0.00 0.01
H 0.173 -4.941 -2.043 0.01 -0.02 0.01
O -1.377 -1.885 2.977 -0.19 -0.07 0.45
H 1.282 5.781 -0.403 0.01 0.00 0.00
N -0.561 -0.896 -1.925 -0.24 -0.03 0.31
```
Positions in Å, forces in eV/Å.

Calculated values
E_tot: -2737.99677 a.u.
Kohn-Sham gap (spin up / spin down): 8.1 / 7.4 eV
spin multiplicity: 2
net charge: +1



[5]
Molecular formula: C4H5NO2
Method: DFT, ωB97M-V with the def2-TZVPD basis set

Geometry as XYZ:
```
12
Properties=species:S:1:pos:R:3:forces:R:3
H -2.839 -1.603 0.377 0.54 0.06 0.24
C 2.877 -0.481 -0.053 -0.51 0.07 0.54
O 0.244 1.840 0.156 -0.08 1.10 -2.09
O -0.706 -0.304 0.330 0.49 0.47 -0.21
H -3.855 -0.257 -0.196 -1.80 1.04 -0.53
H 3.479 -0.812 -0.886 -0.88 0.26 -1.00
C 1.645 -0.066 0.127 1.32 -0.04 -1.32
C -2.909 -0.558 0.085 1.54 -1.18 0.30
H 3.511 -0.568 0.782 0.46 -0.15 1.51
H 0.016 1.993 -0.798 -0.09 0.77 1.22
N -1.967 0.267 -0.044 1.70 0.29 0.07
C 0.503 0.548 0.121 -2.70 -2.68 1.27
```
Positions in Å, forces in eV/Å.

Calculated values
SMILES string: C=C=C(O)ON=C
E_tot: -360.47531 a.u.
Kohn-Sham gap: 9.7 eV



Which value of E_tot does entry 5 give? -360.47531 a.u.